Version 1
Density functional theory data (ωB97M-V/def2-TZVPD) for one molecule with the formula C5H7NO2.

Geometry as XYZ:
```
15
Properties=species:S:1:pos:R:3:lowdin_charge:R:1
N 0.17068 1.64479 1.17057 0.09
C 0.19414 0.24743 0.77303 -0.36
C 1.42717 -0.36312 0.01363 -0.04
C 0.85075 -1.57216 -0.89638 0.04
C -0.49755 -1.36785 -0.94576 0.03
C -0.90249 -0.18213 -0.12620 -0.59
O -1.86242 0.48855 -0.81404 0.07
O -1.03213 -0.42550 1.24431 0.09
H -0.45905 1.75420 1.96077 0.09
H -0.14185 2.33139 0.45454 0.09
H 2.21453 -0.58168 0.77246 0.12
H 1.64352 0.45923 -0.56756 0.08
H 1.58314 -1.94402 -1.46284 0.05
H -1.35392 -1.81612 -1.35915 0.10
H -1.83452 1.32699 -0.21738 0.15
```

Highest occupied orbital energy   -9.15 eV
HOMO-LUMO gap   9.8 eV

***

Version 2
Density functional theory data (ωB97M-V/def2-TZVPD) for one molecule with the formula C5H7NO2.

Geometry as XYZ:
```
15
Properties=species:S:1:pos:R:3:lowdin_charge:R:1
C -2.69402 -0.97344 -0.00730 0.00
C -1.37878 -0.07190 0.11225 -0.21
C -1.19432 1.23164 -0.31362 -0.10
N 0.09895 1.51199 -0.06896 0.11
C 0.69948 0.46236 0.28187 -0.33
C 2.16780 0.16288 0.20954 -0.24
O 2.36967 -1.02784 -0.42752 -0.06
O -0.09926 -0.69080 0.29805 0.05
H -2.91334 -1.35822 1.00074 0.08
H -2.71185 -1.66926 -0.75118 0.02
H -3.48758 -0.21053 -0.32997 0.10
H -2.16011 1.82948 -0.50937 0.14
H 2.67697 1.05795 -0.23494 0.13
H 2.58637 0.31891 1.25357 0.13
H 1.55259 -1.67235 -0.60672 0.18
```

Highest occupied orbital energy   -9.00 eV
HOMO-LUMO gap   9.7 eV

***

Tell me which of them is the most stable. Sure, it is version 2.

***

Version 1
Density functional theory data (ωB97M-V/def2-TZVPD) for a 3-piece molecular cluster, C5H7NO2 overall.

Geometry as XYZ:
```
15
Properties=species:S:1:pos:R:3:lowdin_charge:R:1
C 2.73593 0.92427 0.13258 -0.02
N -0.08468 -0.26848 0.49226 0.17
C -0.41823 0.66248 -0.29590 -0.46
C 1.90681 -0.31971 -0.00880 -0.23
C -2.42513 -0.01934 0.15743 -0.07
C -2.91575 -1.19514 -0.16591 -0.12
O -0.32627 1.75187 -0.71238 0.14
O 2.29212 -1.43083 -0.16722 0.12
H -0.24782 -1.23486 0.24608 0.09
H -2.99309 0.85008 0.46761 0.04
H 3.79985 0.67599 0.14597 0.09
H 2.51505 1.59868 -0.69488 0.09
H 2.43413 1.43305 1.04910 0.09
H -3.98722 -1.39349 -0.19186 0.04
H -2.28573 -2.03458 -0.45408 0.03
```

Highest occupied orbital energy   -7.40 eV
HOMO-LUMO gap   7.5 eV

***

Version 2
Density functional theory data (ωB97M-V/def2-TZVPD) for one molecule with the formula C5H7NO2.

Geometry as XYZ:
```
15
Properties=species:S:1:pos:R:3:lowdin_charge:R:1
C -2.53207 -0.66035 -0.47794 0.04
C -1.73734 0.24152 0.06862 -0.23
O -0.83091 -0.07950 1.04295 -0.09
C 0.25532 0.80596 1.13374 -0.12
C 1.04744 0.85881 -0.19209 -0.49
O 1.15366 1.87443 -0.83616 0.09
N 1.38742 -0.36661 -0.62081 0.11
C 2.36321 -1.14099 -0.60051 0.03
H -2.49446 -1.69266 -0.17842 0.06
H -3.26895 -0.37527 -1.20359 0.05
H -1.75010 1.29118 -0.22737 0.13
H 0.89620 0.43032 1.93643 0.13
H -0.06802 1.82899 1.35834 0.13
H 3.32474 -0.89691 -0.14848 0.09
H 2.25383 -2.11890 -1.05466 0.08
```

Highest occupied orbital energy   -9.04 eV
HOMO-LUMO gap   9.7 eV

***

Tell me which of them is the most stable. Sure, it is version 2.

***

Version 1
Density functional theory data (ωB97M-V/def2-TZVPD) for C5H7NO2 as an isolated structure.

Geometry as XYZ:
```
15
Properties=species:S:1:pos:R:3:lowdin_charge:R:1
C 1.68856 -0.35146 -0.01988 -0.02
C 1.19865 0.86907 -0.26066 -0.09
C -0.44259 -2.00811 -0.83062 -0.45
C 0.31706 -0.84393 0.29487 -0.13
C -0.98437 1.42072 0.82353 -0.09
N -0.17209 0.52748 -0.01181 -0.21
O -0.44466 -3.16622 -0.78062 0.15
O -1.00456 -1.24861 -1.73617 0.12
H 2.72198 -0.66382 -0.21091 0.11
H 1.73919 1.75846 -0.48639 0.11
H 0.05866 -1.04528 1.29823 0.12
H -0.47207 1.69610 1.82417 0.09
H -1.06514 2.38452 0.14095 0.12
H -1.97259 1.06228 1.27918 0.09
H -1.16603 -0.39120 -1.32387 0.09
```

Highest occupied orbital energy   -8.96 eV
HOMO-LUMO gap   9.6 eV

***

Version 2
Density functional theory data (ωB97M-V/def2-TZVPD) for C5H7NO2 as an isolated structure.

Geometry as XYZ:
```
15
Properties=species:S:1:pos:R:3:lowdin_charge:R:1
C 0.03705 1.31282 0.78362 -0.01
C 0.07298 0.38386 -0.35787 -0.46
C 1.49826 -0.02448 -0.72086 -0.06
C -0.03645 -1.11459 -0.11100 -0.24
C -1.47713 -1.09923 0.45129 -0.03
H 0.05069 2.35928 0.42151 0.11
H 0.83984 1.02387 1.50390 0.11
H -0.87561 1.10392 1.36949 0.09
H 2.31956 0.65996 -0.46479 0.13
H 1.64185 -0.38563 -1.77315 0.14
H -0.11902 -1.62123 -1.07517 0.16
H -2.04678 -1.78453 1.07724 0.12
N -2.07307 -0.25000 -0.33097 0.06
O 1.34731 -1.11134 0.27752 -0.05
O -1.17950 0.54731 -1.05074 -0.06
```

Highest occupied orbital energy   -9.62 eV
HOMO-LUMO gap   10.5 eV

***

Tell me which of them is the most stable. Sure, it is version 1.

***

Version 1
Density functional theory data (ωB97M-V/def2-TZVPD) for one molecule with the formula C5H7NO2.

Geometry as XYZ:
```
15
Properties=species:S:1:pos:R:3:lowdin_charge:R:1
C 1.69474 0.44183 0.35873 -0.10
C 1.01498 0.01581 -0.97816 -0.22
C -0.09803 -0.97156 -0.59111 -0.16
N -1.18948 -0.20813 0.03850 0.11
C -2.31616 -0.27618 0.87536 -0.28
O -2.96578 -1.04285 1.51967 0.13
C -1.72353 0.97762 0.43267 -0.34
O -1.74261 2.16401 0.30713 0.12
H 2.67678 0.16476 0.61007 0.05
H 1.67404 1.61835 0.54787 0.12
H 1.03734 0.02223 1.05306 0.02
H 1.81461 -0.53044 -1.60627 0.13
H 0.44759 0.89493 -1.38085 0.12
H -0.49547 -1.60050 -1.48874 0.15
H 0.17096 -1.66987 0.30208 0.15
```

Highest occupied orbital energy   -9.93 eV
HOMO-LUMO gap   10.6 eV

***

Version 2
Density functional theory data (ωB97M-V/def2-TZVPD) for one molecule with the formula C5H7NO2.

Geometry as XYZ:
```
15
Properties=species:S:1:pos:R:3:lowdin_charge:R:1
C 1.90561 1.17868 -0.41664 -0.10
C 1.45441 -0.31593 -0.54281 -0.35
C 1.38007 -1.09944 0.62246 -0.06
C 0.05380 -0.39655 0.01678 -0.44
O -0.51417 0.52793 1.09923 -0.08
C -1.67991 0.87181 0.21858 -0.17
N -2.07175 0.09023 -0.72871 0.15
O -1.09136 -1.17760 -0.35605 -0.06
H 1.33795 2.00787 0.24880 0.10
H 3.12355 1.20063 0.10170 0.14
H 2.08218 1.50865 -1.65686 0.13
H 1.64972 -0.89391 -1.50427 0.17
H 1.30439 -0.58317 1.76475 0.19
H 1.13428 -2.27226 0.63334 0.16
H -1.96947 2.16653 0.17782 0.22
```

Highest occupied orbital energy   -9.06 eV
HOMO-LUMO gap   9.7 eV

***

Version 3
Density functional theory data (ωB97M-V/def2-TZVPD) for C5H7NO2 as an isolated structure.

Geometry as XYZ:
```
15
Properties=species:S:1:pos:R:3:lowdin_charge:R:1
C -1.10390 0.07420 -0.64488 -0.22
C -0.19275 0.93064 0.30005 -0.20
C -0.18728 -0.97123 0.06203 -0.20
C 1.18675 -0.67926 -0.54507 -0.22
C 1.15008 0.80295 -0.40259 -0.19
H -2.48879 -0.10442 0.71166 0.10
H -1.03014 0.26135 -1.72015 0.16
H -0.50117 1.90704 0.67639 0.16
H -0.44216 -2.01142 0.23418 0.15
H 1.44896 -1.23200 -1.43780 0.15
H 2.96826 0.02279 -0.16576 0.10
H 1.53524 1.48932 -1.14982 0.15
N 2.09726 -0.03344 0.34209 0.09
O -2.43936 0.02599 -0.24253 0.00
O -0.22170 -0.15628 1.22245 -0.03
```

Highest occupied orbital energy   -9.21 eV
HOMO-LUMO gap   10.1 eV

***

Tell me which of them is the most stable. Sure, it is version 1.

***

Version 1
Density functional theory data (ωB97M-V/def2-TZVPD) for one molecule with the formula C5H7NO2.

Geometry as XYZ:
```
15
Properties=species:S:1:pos:R:3:lowdin_charge:R:1
C 0.60733 -0.08114 2.92137 0.05
C 0.16500 -0.38468 1.69763 -0.09
C 0.93187 -0.00228 0.49661 -0.50
O 2.05037 0.41993 0.44868 0.09
N 0.27571 -0.29546 -0.70531 0.01
C 0.39502 0.36096 -1.95832 -0.05
C -0.99888 0.19248 -1.38324 -0.27
O -1.92934 -0.77416 -1.71873 0.01
H -0.03038 -0.14375 3.75956 0.05
H 1.59035 0.42621 2.99515 0.09
H -0.93869 -0.54213 1.49986 0.12
H 0.57939 -0.40179 -2.69583 0.11
H 0.86639 1.31533 -2.06005 0.11
H -1.49311 0.86292 -0.64269 0.16
H -2.07104 -0.95245 -2.65469 0.10
```

Highest occupied orbital energy   -9.59 eV
HOMO-LUMO gap   10.1 eV

***

Version 2
Density functional theory data (ωB97M-V/def2-TZVPD) for C5H7NO2 as an isolated structure.

Geometry as XYZ:
```
15
Properties=species:S:1:pos:R:3:lowdin_charge:R:1
C 0.20302 0.67053 -1.09852 -0.24
C -0.95170 0.41471 0.04320 -0.09
C 0.42775 -0.76370 -0.63621 -0.29
C 0.75007 -0.83019 0.84853 -0.12
C -0.27131 0.25474 1.25122 -0.25
H -1.16815 -0.02780 -1.98753 0.09
H 0.97666 1.23835 -0.72248 0.12
H -1.76395 1.16396 -0.22663 0.18
H 1.10716 -1.43245 -1.36271 0.18
H 0.61495 -1.91533 1.48835 0.22
H 1.50562 0.83114 2.03904 0.11
H -0.88061 0.05497 2.04626 0.12
N 1.15959 0.60406 1.11152 0.08
O -0.68987 0.82204 -2.12128 -0.02
O -1.01923 -1.08502 -0.67275 -0.09
```

Highest occupied orbital energy   -8.90 eV
HOMO-LUMO gap   9.8 eV

***

Version 3
Density functional theory data (ωB97M-V/def2-TZVPD) for one molecule with the formula C5H7NO2.

Geometry as XYZ:
```
15
Properties=species:S:1:pos:R:3:lowdin_charge:R:1
O 1.76865 -2.15770 -0.40104 -0.08
C 1.20615 -0.91806 -0.12736 -0.24
N 1.87683 0.34369 0.38408 0.05
C 1.19161 1.59164 -0.14023 -0.08
C 0.03705 1.22312 -0.60864 -0.08
C -0.14621 -0.31529 -0.40210 -0.26
C -1.29051 -0.35690 0.77210 -0.13
O -2.39959 -0.36017 -0.32299 -0.25
H 2.90052 0.19052 0.65430 0.15
H 1.77999 2.47811 -0.28515 0.10
H -0.88779 1.74113 -0.93246 0.12
H -0.56970 -1.08477 -1.16907 0.17
H -1.15508 -1.51995 1.22142 0.15
H -0.98391 0.23560 1.75432 0.15
H -3.32803 -1.09096 -0.39719 0.23
```

Highest occupied orbital energy   -9.01 eV
HOMO-LUMO gap   9.3 eV

***

Version 4
Density functional theory data (ωB97M-V/def2-TZVPD) for C5H7NO2 as an isolated structure.

Geometry as XYZ:
```
15
Properties=species:S:1:pos:R:3:lowdin_charge:R:1
C -0.51647 -1.13326 -0.33380 -0.26
C 0.42846 0.06901 -1.03594 -0.10
C -0.19969 1.21541 -0.36649 -0.16
C 0.28299 -0.73236 0.87006 -0.20
C 1.40529 -0.49614 -0.01143 -0.29
H -1.78040 0.05915 0.53192 0.12
H -0.47316 -2.25510 -0.85891 0.21
H 0.67872 0.08986 -2.13313 0.16
H -1.22604 1.55697 -0.62260 0.13
H 0.38617 2.22237 -0.31727 0.16
H 0.13790 1.06833 1.67673 0.16
H 0.45319 -1.10565 1.80177 0.14
N -0.39280 0.56640 0.94374 -0.05
O -1.83603 -0.76031 -0.16203 -0.10
O 2.65186 -0.36471 0.01738 0.09
```

Highest occupied orbital energy   -9.23 eV
HOMO-LUMO gap   9.6 eV

***

Tell me which of them is the most stable. Sure, it is version 1.

***

Version 1
Density functional theory data (ωB97M-V/def2-TZVPD) for a 4-piece molecular cluster, C2H13N3O3 overall.

Geometry as XYZ:
```
21
Properties=species:S:1:pos:R:3:lowdin_charge:R:1
H -2.31922 -1.14038 -2.36894 0.05
N -2.37086 -0.72843 -1.44990 0.11
C -1.44360 -0.97531 -0.62351 -0.59
N -0.50415 -1.96777 -0.83190 0.11
N -1.28548 -0.14956 0.54172 0.00
C -2.69701 0.18905 1.02208 -0.09
H 0.05165 -2.29208 -0.06142 0.08
H -0.02314 -2.00151 -1.71448 0.09
H -0.99674 -0.72576 1.32818 0.10
H -2.88066 -0.26129 2.02848 0.08
H -2.64853 1.23422 1.28883 0.06
H -3.47640 -0.10225 0.34572 0.05
O 1.29356 1.09287 -1.29064 -0.09
H 1.48234 1.63509 -0.49566 -0.01
H 0.61546 0.55243 -0.86395 -0.02
O 3.52399 0.01411 0.85215 -0.04
H 3.62146 0.38604 -0.01253 0.04
H 3.67691 -0.92207 0.95212 0.04
O 1.81705 1.92198 1.23945 -0.07
H 2.35225 1.39509 1.83453 0.03
H 1.23658 2.50341 1.76129 0.07
```

Highest occupied orbital energy   -9.15 eV
HOMO-LUMO gap   9.6 eV

***

Version 2
Density functional theory data (ωB97M-V/def2-TZVPD) for a 4-piece molecular cluster, C2H13N3O3 overall.

Geometry as XYZ:
```
21
Properties=species:S:1:pos:R:3:lowdin_charge:R:1
H -1.43448 -1.94981 -1.61280 0.04
N -1.55707 -0.96398 -1.41855 0.10
C -1.39088 -0.68620 -0.18626 -0.59
N -0.95946 -1.57598 0.78189 0.13
N -1.35690 0.64049 0.24170 -0.01
C -0.84937 1.61306 -0.72523 -0.10
H -1.11752 -1.35812 1.75603 0.08
H -1.10188 -2.55336 0.58216 0.09
H -0.91509 0.75852 1.14611 0.08
H 0.09598 1.34265 -1.20818 0.06
H -1.63887 1.71764 -1.46558 0.07
H -0.69274 2.57708 -0.22754 0.09
O 2.08983 0.79089 0.55168 -0.05
H 2.33830 0.30047 -0.24925 0.03
H 2.67286 1.55324 0.64405 0.07
O 1.55457 -0.59266 -1.85021 -0.06
H 0.62640 -0.57008 -1.59201 -0.01
H 1.46753 -1.30566 -2.49317 0.05
O 0.56061 0.34664 2.60981 -0.10
H 0.72879 -0.48581 3.04114 0.03
H 0.87940 0.40097 1.67420 -0.01
```

Highest occupied orbital energy   -9.06 eV
HOMO-LUMO gap   9.7 eV

***

Tell me which of them is the most stable. Sure, it is version 2.